[1]
The following is a DFT calculation (ωB97M-V/def2-TZVPD) of the ion C6H10 with charge -1.

## Properties
Frontier orbital gap (alpha / beta), eV: 2.665 / 7.828
Multiplicity: 2
DFT total energy, eV: -6380.9922
Expectation value of S²: 0.754
Strongest force on any atom, eV/Å: 3.16
E_HOMO (alpha / beta), eV: 1.7 / -3.6
Total charge: -1
Energy relative to the best compared isomer or geometry (same formula, charge and spin), kJ/mol: 109.2

Last columns: bonded neighbours and bond lengths (Å).
Cartesian coordinates (Å):
1 C -1.52253 -0.39305 -0.90719  C3 1.523, H8 1.083, H9 1.084, H12 1.071
2 C 0.39720 0.23961 0.64703  C3 1.505, C5 1.341, C6 1.508
3 C -0.07843 0.07167 -0.77074  C1 1.523, C2 1.505, C4 1.321
4 C 0.62015 0.38453 -1.84738  C3 1.321, H11 1.090, H16 1.098
5 C 0.33693 1.44511 1.23224  C2 1.341, H7 1.062, H10 1.072
6 C 0.75001 -1.02255 1.39342  C2 1.508, H13 1.092, H14 1.043, H15 1.105
7 H 0.62483 1.59264 2.24415  C5 1.062
8 H -1.70346 -0.80254 -1.89304  C1 1.083
9 H -1.70953 -1.19563 -0.20334  C1 1.084
10 H 0.01517 2.32022 0.70289  C5 1.072
11 H 0.19703 0.29694 -2.84811  C4 1.090
12 H -2.16207 0.43466 -0.67549  C1 1.071
13 H 0.35899 -1.91091 0.89379  C6 1.092
14 H 1.78174 -1.17236 1.39523  C6 1.043
15 H 0.43769 -1.03627 2.45334  C6 1.105
16 H 1.65629 0.74792 -1.81680  C4 1.098

---

[2]
The following is a DFT calculation (ωB97M-V/def2-TZVPD) of a cluster of 2 separate species, C16H17NO in total.

## Properties
Frontier orbital gap, eV: 8.567
SMILES: Cc1c[nH]c2ccccc12.Cc1ccc(O)cc1
DFT total energy, eV: -20401.5456
Strongest force on any atom, eV/Å: 7.19
E_HOMO, eV: -7.8
Energy relative to the best compared isomer or geometry (same formula, charge and spin), kJ/mol: 413.0

Last columns: bonded neighbours and bond lengths (Å).
Cartesian coordinates (Å):
1 O -3.60884 1.72957 0.99669  C5 1.333, H31 1.006
2 N 0.64145 -1.76327 3.03973  C6 1.368, C11 1.391, H33 1.046
3 C -0.36700 1.38759 -3.50852  C18 1.464, H19 1.168, H23 1.026, H25 1.203
4 C 2.19995 -0.73918 -0.01543  C7 1.410, C17 1.375, H30 1.162
5 C -3.01447 1.79014 -0.19470  O1 1.333, C12 1.382, C13 1.433
6 C 1.19107 -0.80486 2.23386  N2 1.368, C7 1.456, C10 1.535
7 C 1.71260 -1.50077 1.06621  C4 1.410, C6 1.456, C15 1.421
8 C 2.08696 1.34604 1.57576  C10 1.405, C17 1.517, H28 1.033
9 C -1.63613 2.73032 -1.82912  C12 1.375, C18 1.413, H32 1.130
10 C 1.30988 0.69296 2.54651  C6 1.535, C8 1.405, H26 1.080
11 C 0.83723 -3.03274 2.50505  N2 1.391, C15 1.341, H20 0.951
12 C -2.32470 2.89748 -0.65084  C5 1.382, C9 1.375, H27 1.184
13 C -2.83604 0.50897 -0.81149  C5 1.433, C14 1.394, H22 1.046
14 C -1.98354 0.37631 -1.90613  C13 1.394, C18 1.382, H24 1.171
15 C 1.30855 -2.84850 1.26274  C7 1.421, C11 1.341, C16 1.509
16 C 1.71640 -3.86315 0.22287  C15 1.509, H21 1.090, H34 1.141, H35 1.095
17 C 2.39957 0.58367 0.30197  C4 1.375, C8 1.517, H29 1.104
18 C -1.38100 1.49083 -2.45780  C3 1.464, C9 1.413, C14 1.382
19 H -0.08628 2.46740 -3.85277  C3 1.168
20 H 0.44950 -3.78344 2.94083  C11 0.951
21 H 0.96610 -4.62669 0.43047  C16 1.090
22 H -3.38500 -0.32141 -0.48973  C13 1.046
23 H -0.70409 0.70713 -4.19867  C3 1.026
24 H -1.69010 -0.68075 -2.31622  C14 1.171
25 H 0.68159 1.22250 -2.94163  C3 1.203
26 H 0.59937 1.03833 3.28312  C10 1.080
27 H -2.49172 3.93905 -0.11269  C12 1.184
28 H 2.45954 2.30956 1.58976  C8 1.033
29 H 2.67788 1.20453 -0.56795  C17 1.104
30 H 2.44629 -1.31412 -0.99502  C4 1.162
31 H -3.78310 2.67070 1.30621  O1 1.006
32 H -1.25084 3.70957 -2.24016  C9 1.130
33 H 0.06040 -1.78284 3.90903  N2 1.046
34 H 2.68304 -4.37645 0.54413  C16 1.141
35 H 2.11548 -3.36446 -0.66607  C16 1.095

---

[3]
The following is a DFT calculation (ωB97M-V/def2-TZVPD) of the ion C10H12ClI3N3 with charge +1.

## Properties
Frontier orbital gap, eV: 6.973
SMILES: C=Cn1c(/C(I)=C(\C)I)n[n+](Cl)c1C[C@@H](C)I
DFT total energy, eV: -51839.8735
Strongest force on any atom, eV/Å: 6.57
E_HOMO, eV: -11.8
Total charge: +1

Last columns: bonded neighbours and bond lengths (Å).
Cartesian coordinates (Å):
1 I 5.85884 0.97255 -0.89929  C13 2.230
2 I -5.11247 -0.10996 -0.34833  C11 2.209
3 I 3.88607 -1.55103 -3.08933  C17 2.228
4 Cl -2.39338 0.66583 -2.81400  N7 1.727
5 N 0.47610 -0.77571 -0.15077  C10 1.522, C12 1.536, C15 1.513
6 N 0.32466 0.32033 -2.44751  N7 1.414, C15 1.533
7 N -0.98677 0.17948 -1.93781  Cl4 1.727, N6 1.414, C12 1.513
8 C -2.15190 -0.84769 0.49762  C11 1.639, C12 1.639, H27 1.190, H29 1.192
9 C 0.79512 -2.93111 1.29886  C10 1.516, H19 1.187, H20 1.176
10 C 1.00261 -1.44061 1.11294  N5 1.522, C9 1.516, H18 1.174
11 C -3.26400 0.32214 0.78211  I2 2.209, C8 1.639, C14 1.639, H28 1.194
12 C -0.96634 -0.44234 -0.55889  N5 1.536, N7 1.513, C8 1.639
13 C 3.64683 0.73762 -0.73943  I1 2.230, C16 1.667, C17 1.518
14 C -2.76828 1.85047 0.45713  C11 1.639, H22 1.172, H23 1.194, H24 1.170
15 C 1.23229 -0.25626 -1.35419  N5 1.513, N6 1.533, C17 1.656
16 C 2.85128 1.69793 0.36723  C13 1.667, H21 1.178, H25 1.179, H26 1.185
17 C 2.87054 -0.24403 -1.59858  I3 2.228, C13 1.518, C15 1.656
18 H 1.57628 -0.89891 1.98270  C10 1.174
19 H 0.19745 -3.37976 2.22063  C9 1.187
20 H 1.18646 -3.70181 0.50155  C9 1.176
21 H 3.52097 2.57706 0.77624  C16 1.178
22 H -3.24127 2.17693 -0.56378  C14 1.172
23 H -3.27437 2.54577 1.28473  C14 1.194
24 H -1.61619 2.03318 0.55035  C14 1.170
25 H 1.88399 2.18222 -0.10227  C16 1.179
26 H 2.50141 1.02771 1.28033  C16 1.185
27 H -1.75214 -1.24926 1.54362  C8 1.190
28 H -3.54904 0.30379 1.94126  C11 1.194
29 H -2.73476 -1.76454 0.00692  C8 1.192

---

[4]
The following is a DFT calculation (ωB97M-V/def2-TZVPD) of the molecule C4H11N3.

## Properties
Frontier orbital gap, eV: 8.758
SMILES: [H]/N=C/NCCCN
DFT total energy, eV: -8795.2052
Strongest force on any atom, eV/Å: 2.53
E_HOMO, eV: -7.9
Energy relative to the best compared isomer or geometry (same formula, charge and spin), kJ/mol: 232.9

Last columns: bonded neighbours and bond lengths (Å).
Cartesian coordinates (Å):
1 N 2.07440 -1.19564 0.26330  C6 1.466, H8 1.020, H18 1.012
2 N -3.13815 -0.75091 0.41391  C4 1.292, H15 1.009
3 N -1.36600 0.38832 -0.61623  C4 1.332, C5 1.456, H12 1.001
4 C -2.49632 -0.31623 -0.62033  N2 1.292, N3 1.332, H17 1.108
5 C -0.52244 0.43319 0.56979  N3 1.456, C7 1.526, H14 1.097, H16 1.090
6 C 1.84829 0.08569 -0.41289  N1 1.466, C7 1.544, H11 1.094, H13 1.094
7 C 0.85763 1.02803 0.30335  C5 1.526, C6 1.544, H9 1.096, H10 1.092
8 H 2.11739 -0.97841 1.25936  N1 1.020
9 H 0.74216 1.92309 -0.31774  C7 1.096
10 H 1.34573 1.32263 1.23462  C7 1.092
11 H 1.50295 -0.19010 -1.41330  C6 1.094
12 H -1.03330 0.86628 -1.43080  N3 1.001
13 H 2.72972 0.72354 -0.52294  C6 1.094
14 H -0.96818 0.93029 1.43965  C5 1.097
15 H -3.23378 -1.75446 0.45827  N2 1.009
16 H -0.42309 -0.60709 0.88110  C5 1.090
17 H -3.03238 -0.32658 -1.58997  C4 1.108
18 H 2.99536 -1.58162 0.10083  N1 1.012

---

[5]
The following is a DFT calculation (ωB97M-V/def2-TZVPD) of a cluster of 2 separate species, CHNS4 in total.

## Properties
Frontier orbital gap (alpha / beta), eV: 6.923 / 6.923
DFT total energy, eV: -45882.5660
Strongest force on any atom, eV/Å: 1.92
E_HOMO (alpha / beta), eV: -9.6 / -9.6
Energy relative to the best compared isomer or geometry (same formula, charge and spin), kJ/mol: 92.5

Last columns: bonded neighbours and bond lengths (Å).
Cartesian coordinates (Å):
1 S 2.88247 0.89900 -0.36612  S4 1.950
2 S 0.92068 -0.12035 -2.60448  S4 1.911
3 S -0.42204 -1.33105 1.08283  C6 1.662, H7 1.361
4 S 1.55640 1.43429 -1.69243  S1 1.950, S2 1.911
5 N -2.09493 0.90316 0.82837  C6 1.145
6 C -1.41973 -0.02159 0.85410  S3 1.662, N5 1.145
7 H -1.42286 -1.76346 1.89773  S3 1.361

---

[6]
The following is a DFT calculation (ωB97M-V/def2-TZVPD) of the ion CH6FN4O with charge +1.

## Properties
Frontier orbital gap, eV: 10.834
SMILES: NN/C(O)=[N+](/N)F
DFT total energy, eV: -11848.7426
Strongest force on any atom, eV/Å: 4.49
E_HOMO, eV: -15.1
Total charge: +1
Energy relative to the best compared isomer or geometry (same formula, charge and spin), kJ/mol: 86.0

Last columns: bonded neighbours and bond lengths (Å).
Cartesian coordinates (Å):
1 F 1.90491 -1.49325 0.22902  N3 1.459
2 O -0.16119 1.43948 0.26207  C7 1.269, H11 1.044
3 N 1.62974 -0.13810 -0.23586  F1 1.459, N4 1.350, C7 1.516
4 N 2.53209 0.78451 0.15901  N3 1.350, H10 0.992, H12 0.990
5 N -1.97616 -0.36034 0.18150  N6 1.385, H8 1.016, H13 0.939
6 N -0.64466 -0.73282 0.26118  N5 1.385, C7 1.292, H9 1.047
7 C 0.20543 0.23150 0.13009  O2 1.269, N3 1.516, N6 1.292
8 H -2.63631 -0.44597 0.94846  N5 1.016
9 H -0.47191 -1.75832 0.38656  N6 1.047
10 H 3.35184 0.70419 -0.39309  N4 0.992
11 H -1.13802 1.48990 -0.10384  O2 1.044
12 H 2.57857 1.09148 1.09862  N4 0.990
13 H -2.31313 -0.67184 -0.63778  N5 0.939

---

[7]
The following is a DFT calculation (ωB97M-V/def2-TZVPD) of a cluster of 2 separate species, C5H10NO in total.

## Properties
Frontier orbital gap (alpha / beta), eV: 5.951 / 7.916
DFT total energy, eV: -8871.1468
Strongest force on any atom, eV/Å: 4.48
E_HOMO (alpha / beta), eV: -11.3 / -12.2
Total charge: +1
Energy relative to the best compared isomer or geometry (same formula, charge and spin), kJ/mol: 717.2

Last columns: bonded neighbours and bond lengths (Å).
Cartesian coordinates (Å):
1 O 1.61171 -0.36803 -0.56261  C5 1.297, C6 1.401
2 N -2.50799 -0.44382 -0.27087  C7 1.600, H10 1.098, H12 1.027, H14 1.110
3 C 0.13886 2.09157 -0.75895  C4 1.193, H11 1.111
4 C -0.54824 1.28252 -0.21491  C3 1.193, C7 1.378
5 C 0.88792 -1.41468 -0.31216  O1 1.297, H9 1.116, H17 1.084
6 C 2.32385 0.13561 0.53412  O1 1.401, H8 1.106, H13 1.190, H15 1.113
7 C -1.36697 0.40454 0.46242  N2 1.600, C4 1.378, H16 1.177
8 H 1.66521 0.38081 1.38793  C6 1.106
9 H 0.74861 -1.88795 0.68931  C5 1.116
10 H -3.09715 -1.09543 0.38820  N2 1.098
11 H 1.08320 2.46342 -1.21052  C3 1.111
12 H -3.15927 0.24146 -0.67222  N2 1.027
13 H 2.99229 -0.72262 1.01667  C6 1.190
14 H -2.08488 -1.08692 -1.06997  N2 1.110
15 H 2.97015 1.02052 0.33732  C6 1.113
16 H -1.96558 0.87144 1.36198  C7 1.177
17 H 0.30829 -1.87243 -1.10575  C5 1.084